Here is one molecule with the formula C4H10N4 at a distorted geometry from the OMol25 dataset. Energies are from ωB97M-V with the def2-TZVPD basis set.

Element x y z (Å)
C1 -0.25 1.71 -0.97
C2 -0.32 0.66 0.04
C3 -1.21 -0.60 -0.11
C4 -0.71 -1.71 -0.94
N1 0.21 -2.57 -0.55
N2 0.50 -2.62 0.73
N3 0.46 0.61 1.04
N4 1.43 1.64 1.08
H1 -0.62 2.67 -0.47
H2 -0.79 1.62 -1.94
H3 0.82 1.95 -1.36
H4 -2.10 -0.15 -0.59
H5 -1.44 -0.76 1.02
H6 -0.96 -1.78 -1.98
H7 1.41 -3.15 0.83
H8 0.46 -1.81 1.43
H9 1.21 2.59 0.70
H10 1.89 1.72 2.02

Computed properties:
Electronic energy in eV: -10267.5943
SMILES string: C/C(C/C=N\N)=N\N
HOMO-LUMO gap in eV: 9.15
LUMO level in eV: 0.93
Energy above the lowest of the compared OMol25 structures with the same formula, charge and spin in eV: 3.257
Molecular weight in Da: 114.2

Löwdin charges in e: C -0.080; C -0.407; C -0.167; C -0.183; N -0.075; N -0.041; N -0.011; N -0.030; H 0.103; H 0.083; H 0.111; H 0.103; H 0.133; H 0.086; H 0.108; H 0.104; H 0.072; H 0.093

Here is a 2-piece molecular cluster, C3H8OS overall at a distorted geometry from the OMol25 dataset. Energies are from ωB97M-V with the def2-TZVPD basis set.

Element x y z (Å)
C1 -0.82 0.92 -0.99
C2 -1.58 -0.17 -0.24
C3 0.80 0.77 1.19
O1 1.94 -0.83 -0.87
S1 0.53 1.60 -0.27
H1 -1.37 1.60 -1.64
H2 -2.64 -0.13 -0.65
H3 -0.93 -1.01 -0.29
H4 -1.72 -0.10 0.92
H5 2.45 -0.94 -0.12
H6 1.67 1.33 1.54
H7 -0.09 0.53 1.70
H8 2.18 -1.50 -1.49

Computed properties:
2S+1: 3
Electronic energy in eV: -16118.7128
HOMO-LUMO gap (alpha / beta) in eV: 6.81 / 9.13
LUMO level (alpha / beta) in eV: 0.82 / -0.70
Energy above the lowest of the compared OMol25 structures with the same formula, charge and spin in eV: 0.821
Molecular weight in Da: 92.2

Löwdin charges in e: C -0.516; C -0.182; C -0.340; O -0.055; S 0.831; H 0.040; H 0.089; H 0.039; H 0.085; H -0.005; H 0.003; H -0.021; H 0.033

Here is C27H66BrI3N5O9PS as an isolated structure at a distorted geometry from the OMol25 dataset. Energies are from ωB97M-V with the def2-TZVPD basis set.

Element x y z (Å)
C1 -5.17 1.04 1.26
C2 -3.97 1.43 2.35
I1 -4.67 2.75 3.97
C3 -3.06 0.17 2.82
I2 -1.05 1.02 3.30
C4 -3.62 -0.82 3.97
C5 -3.35 -0.40 5.52
C6 -4.51 -0.67 6.60
I3 -3.46 -1.42 8.43
P1 -5.39 0.96 7.21
O1 -6.14 0.47 8.72
Br1 -3.87 2.54 7.80
C7 -5.68 -1.73 6.29
O2 -5.62 -2.51 5.06
S1 -5.42 -1.37 3.76
O3 -6.46 -0.24 3.92
O4 -5.53 -2.18 2.43
H1 -5.05 1.70 0.27
H2 -6.25 1.17 1.73
H3 -4.93 -0.06 0.93
H4 -3.25 2.13 1.71
H5 -2.86 -0.49 1.85
H6 -3.02 -1.85 3.82
H7 -3.04 0.75 5.62
H8 -2.38 -0.98 5.88
H9 -5.55 0.87 9.46
H10 -6.72 -1.16 6.34
H11 -5.73 -2.51 7.19
C8 -1.22 -3.72 0.65
C9 -0.98 -2.75 -0.50
C10 0.26 -3.09 -1.35
O5 1.51 -2.73 -0.74
C11 2.00 -3.67 0.20
N1 -0.91 -1.38 0.03
H12 -0.53 -3.57 1.48
H13 -2.23 -3.59 1.05
H14 -1.13 -4.76 0.31
H15 -1.86 -2.81 -1.16
H16 0.21 -2.51 -2.28
H17 0.27 -4.15 -1.65
H18 1.77 -4.70 -0.09
H19 1.60 -3.45 1.19
H20 3.08 -3.56 0.25
H21 -0.84 -0.73 -0.75
H22 -0.01 -1.29 0.51
C12 1.56 -8.97 -2.86
C13 1.21 -7.59 -2.30
C14 -0.27 -7.19 -2.54
O6 -0.55 -6.75 -3.87
C15 -0.79 -7.81 -4.79
N2 2.13 -6.60 -2.86
H23 1.66 -8.97 -3.95
H24 2.51 -9.31 -2.45
H25 0.80 -9.71 -2.59
H26 1.36 -7.63 -1.21
H27 -0.49 -6.32 -1.90
H28 -0.96 -7.98 -2.23
H29 -1.30 -8.65 -4.33
H30 0.15 -8.13 -5.24
H31 -1.42 -7.42 -5.60
H32 1.95 -5.69 -2.41
H33 1.86 -6.44 -3.83
C16 5.07 -3.42 -4.87
C17 4.98 -4.09 -3.50
C18 5.81 -3.37 -2.41
O7 7.22 -3.61 -2.48
C19 7.91 -2.80 -3.41
N3 5.38 -5.50 -3.63
H34 6.02 -3.61 -5.37
H35 4.29 -3.81 -5.53
H36 4.93 -2.34 -4.78
H37 3.93 -4.06 -3.19
H38 5.49 -3.75 -1.43
H39 5.60 -2.29 -2.39
H40 7.49 -1.79 -3.48
H41 7.92 -3.28 -4.39
H42 8.95 -2.71 -3.08
H43 5.24 -5.96 -2.73
H44 6.40 -5.52 -3.75
C20 -0.17 4.84 -1.06
C21 -0.26 4.18 0.31
C22 0.57 4.90 1.40
O8 1.98 4.65 1.33
C23 2.67 5.47 0.40
N4 0.14 2.77 0.18
H45 0.78 4.66 -1.56
H46 -0.96 4.46 -1.72
H47 -0.31 5.93 -0.98
H48 -1.31 4.21 0.62
H49 0.25 4.51 2.38
H50 0.36 5.98 1.41
H51 2.25 6.47 0.33
H52 2.67 4.99 -0.58
H53 3.71 5.55 0.73
H54 0.00 2.30 1.08
H55 1.16 2.75 0.06
C24 -0.05 11.53 -0.61
C25 0.98 10.40 -0.74
C26 0.52 9.27 -1.69
O9 -0.44 8.37 -1.12
C27 -1.78 8.84 -1.19
N5 1.30 9.89 0.60
H56 -0.90 11.25 0.01
H57 0.42 12.41 -0.14
H58 -0.42 11.83 -1.59
H59 1.89 10.84 -1.17
H60 1.40 8.65 -1.92
H61 0.17 9.66 -2.65
H62 -1.98 9.41 -2.10
H63 -2.01 9.43 -0.30
H64 -2.44 7.97 -1.18
H65 2.04 9.20 0.51
H66 0.49 9.33 0.91

Computed properties:
Electronic energy in eV: -169409.1139
HOMO-LUMO gap in eV: 8.44
LUMO level in eV: -0.49
Molecular weight in Da: 1128.5

Löwdin atomic charge list, values in e, 99 entries: C -0.153; C -0.784; I 0.795; C -0.679; I 0.871; C -0.350; C -0.324; C -0.899; I 0.823; P 0.525; O -0.462; Br 0.217; C -0.337; O -0.251; S 0.844; O -0.370; O -0.353; H 0.096; H 0.076; H 0.078; H 0.059; H 0.097; H 0.160; H 0.029; H 0.088; H 0.043; H 0.129; H 0.116; C -0.064; C -0.419; C -0.187; O -0.193; C -0.101; N 0.045; H 0.065; H 0.075; H 0.072; H 0.139; H 0.126; H 0.093; H 0.083; H 0.075; H 0.084; H 0.081; H 0.068; C -0.071; C -0.427; C -0.195; O -0.193; C -0.107; N 0.052; H 0.066; H 0.078; H 0.079; H 0.133; H 0.099; H 0.119; H 0.091; H 0.074; H 0.088; H 0.048; H 0.081; C -0.073; C -0.433; C -0.197; O -0.194; C -0.110; N 0.037; H 0.063; H 0.076; H 0.078; H 0.121; H 0.115; H 0.117; H 0.089; H 0.073; H 0.087; H 0.067; H 0.070; C -0.065; C -0.426; C -0.188; O -0.191; C -0.103; N 0.031; H 0.066; H 0.079; H 0.059; H 0.130; H 0.114; H 0.116; H 0.077; H 0.075; H 0.089; H -0.059; H 0.074; C -0.074; C -0.429; C -0.193

Here is one molecule with the formula C4H8OSi at a distorted geometry from the OMol25 dataset. Energies are from ωB97M-V with the def2-TZVPD basis set.

Element x y z (Å)
O1 -2.93 0.23 0.30
C1 -1.76 0.19 -0.09
C2 -1.02 -1.11 -0.45
C3 0.64 -0.94 -0.33
Si1 0.96 0.92 -0.08
C4 -0.89 1.34 -0.32
H1 -1.20 -2.11 0.00
H2 -1.25 -1.38 -1.52
H3 1.04 -1.65 0.39
H4 1.07 -1.46 -1.28
H5 1.61 1.66 -1.06
H6 1.61 1.35 1.34
H7 -1.14 1.60 -1.41
H8 -1.29 2.23 0.23

Computed properties:
Electronic energy in eV: -14201.5125
SMILES string: O=C1CC[SiH2]C1
HOMO-LUMO gap in eV: 10.26
LUMO level in eV: 0.71
Energy above the lowest of the compared OMol25 structures with the same formula, charge and spin in eV: 1.130
Molecular weight in Da: 100.2

Löwdin charges in e: O 0.054; C -0.499; C -0.144; C -0.299; Si 0.684; C -0.268; H 0.109; H 0.119; H 0.039; H 0.089; H -0.085; H -0.021; H 0.125; H 0.097

Here is a 7-piece molecular cluster, ClH12O10 overall from the OMol25 dataset. Energies are from ωB97M-V with the def2-TZVPD basis set.

Element x y z (Å)
Cl1 -4.54 -7.45 -16.05
O1 -4.56 -6.31 -16.96
O2 -5.61 -7.31 -15.11
O3 -4.71 -8.67 -16.82
O4 -3.27 -7.51 -15.37
O5 -3.46 -7.11 -19.52
H1 -4.07 -7.48 -20.16
H2 -4.01 -6.85 -18.76
O6 -0.51 -7.14 -14.11
H3 -1.48 -7.09 -14.06
H4 -0.21 -6.88 -13.23
O7 -4.26 -10.74 -19.58
H5 -3.88 -10.60 -18.70
H6 -4.97 -10.10 -19.62
O8 -8.07 -7.19 -17.17
H7 -7.14 -7.32 -16.97
H8 -8.06 -6.55 -17.88
O9 -2.57 -10.72 -16.09
H9 -3.01 -9.88 -16.23
H10 -1.63 -10.50 -16.09
O10 -7.44 -9.20 -13.31
H11 -6.59 -9.38 -12.91
H12 -7.21 -8.66 -14.08

Computed properties:
Electronic energy in eV: -33188.0069
HOMO-LUMO gap in eV: 10.55
LUMO level in eV: 3.08
Energy above the lowest of the compared OMol25 structures with the same formula, charge and spin in eV: 0.146
Net charge: -1
Molecular weight in Da: 207.5

Löwdin charges in e: Cl 0.673; O -0.356; O -0.343; O -0.356; O -0.342; O -0.074; H 0.018; H -0.017; O -0.067; H 0.005; H 0.021; O -0.066; H 0.018; H 0.022; O -0.063; H -0.010; H 0.027; O -0.067; H -0.016; H 0.032; O -0.071; H 0.027; H 0.006

Here is one molecule with the formula C3H8ClP at a distorted geometry from the OMol25 dataset. Energies are from ωB97M-V with the def2-TZVPD basis set.

Element x y z (Å)
C1 0.26 0.45 -1.50
C2 0.62 -0.04 -0.17
C3 0.02 0.60 1.15
P1 0.80 -1.89 -0.05
Cl1 2.57 0.44 0.09
H1 0.82 0.05 -2.31
H2 -0.81 0.29 -1.50
H3 0.24 1.52 -1.58
H4 -1.06 0.59 0.97
H5 0.28 1.63 1.50
H6 0.30 -0.05 1.99
H7 -0.58 -2.21 0.07
H8 0.64 -1.83 1.32

Computed properties:
Electronic energy in eV: -25050.7331
SMILES string: CC(C)(P)Cl
HOMO-LUMO gap in eV: 10.91
LUMO level in eV: 0.80
Energy above the lowest of the compared OMol25 structures with the same formula, charge and spin in eV: 0.918
Molecular weight in Da: 110.5

Löwdin charges in e: C -0.197; C -0.973; C -0.173; P 0.803; Cl 0.332; H 0.076; H 0.083; H 0.078; H 0.072; H 0.082; H 0.040; H -0.099; H -0.122